Version one
16
Properties=species:S:1:pos:R:3 method="wB97M-V/def2-TZVPD" total_charge=0 multiplicity=1 orbital_gap_ev=8.741
C -1.60 -0.52 -1.31
O -0.97 -0.04 -0.13
C -0.02 0.91 -0.37
C 0.36 1.56 0.93
C 1.67 -0.49 -0.42
O 1.01 -1.67 -0.18
H -2.06 0.31 -1.84
H -0.86 -1.01 -1.96
H -2.35 -1.25 -1.00
H 0.88 0.48 -1.03
H -0.45 2.25 1.18
H 1.28 2.14 0.83
H 0.47 0.86 1.78
H 2.29 -0.59 -1.32
H 2.22 -0.07 0.42
H 0.19 -1.44 0.30

=====

Version two
16
Properties=species:S:1:pos:R:3 method="wB97M-V/def2-TZVPD" total_charge=0 multiplicity=1 orbital_gap_ev=9.220
C -1.03 1.82 2.13
O -0.53 0.61 1.64
C -0.02 0.74 0.33
C 0.48 -0.62 -0.13
O -0.03 -0.86 -1.44
C 0.18 -2.10 -1.89
H -1.45 1.62 3.12
H -0.24 2.58 2.22
H -1.82 2.22 1.48
H -0.80 1.08 -0.36
H 0.79 1.50 0.31
H 1.58 -0.67 -0.18
H 0.12 -1.39 0.55
H 1.64 -1.95 -2.83
H 1.44 -2.40 -2.09
H -0.31 -2.18 -2.87

=====

Version three
16
Properties=species:S:1:pos:R:3 method="wB97M-V/def2-TZVPD" total_charge=0 multiplicity=1 orbital_gap_ev=9.225
C -2.22 -1.53 -0.63
C 1.20 -0.30 1.01
O 1.20 1.00 1.47
C 0.04 -0.48 0.14
C -0.76 -1.62 0.01
H -2.40 -0.44 -0.94
H -3.04 -1.87 0.02
H -2.30 -2.20 -1.54
H 1.31 -1.15 1.81
H 2.10 -0.38 0.35
H 0.57 1.33 0.81
H -0.04 0.02 -0.76
H -0.56 -2.60 0.44
H 0.80 2.40 -2.42
H 0.30 2.99 -1.14
O 0.51 2.19 -1.45

=====

Which is most stable, and by how much? version three, by 1.459 eV.

=====

Version one
20
Properties=species:S:1:pos:R:3 method="wB97M-V/def2-TZVPD" total_charge=0 multiplicity=1 orbital_gap_ev=10.053
C 2.33 0.28 -0.10
C 0.91 -0.18 0.00
C 0.39 -1.31 1.03
C -0.66 -1.41 -0.14
C -1.47 -0.06 -0.07
C -2.78 0.08 -0.07
C -0.26 0.88 0.01
C -0.10 2.16 0.05
H 2.49 1.18 0.54
H 2.60 0.55 -1.13
H 3.02 -0.51 0.19
H 1.07 -2.12 1.02
H -0.10 -1.04 1.99
H -1.31 -2.30 -0.28
H 0.20 -0.76 -1.94
H -3.22 1.05 -0.20
H -3.51 -0.78 0.00
H -0.97 2.83 0.13
H 0.88 2.63 0.02
N 0.48 -1.17 -1.05

=====

Version two
20
Properties=species:S:1:pos:R:3 method="wB97M-V/def2-TZVPD" total_charge=0 multiplicity=1 orbital_gap_ev=10.132
C -0.70 -0.67 1.14
C -1.66 -1.11 1.88
C 0.28 1.67 1.65
C 0.96 -0.07 -2.06
C 0.92 -1.23 -0.98
C -0.37 0.41 -1.33
C 0.52 0.15 1.21
C 0.05 -0.44 -0.10
N -0.57 2.39 1.06
H -2.44 -1.88 1.51
H -1.84 -0.82 2.90
H 1.01 1.90 2.55
H 1.81 0.55 -1.92
H 0.85 -0.37 -3.07
H 0.28 -1.98 -1.43
H 1.85 -1.55 -0.52
H -0.49 1.50 -1.14
H -1.21 -0.17 -1.74
H 1.22 -0.39 1.72
H -0.70 3.37 1.20

=====

Version three
20
Properties=species:S:1:pos:R:3 method="wB97M-V/def2-TZVPD" total_charge=0 multiplicity=1 orbital_gap_ev=9.505
C -2.81 -0.01 -0.72
C -1.57 0.02 -0.20
C -1.01 1.14 0.63
C 0.58 0.88 0.32
C 1.89 1.12 -0.31
C 1.83 -0.48 -0.72
C 0.61 -0.50 1.03
C -0.60 -1.18 0.25
H -2.79 -0.95 -1.24
H -3.55 0.97 -0.73
H -1.64 2.00 0.37
H -1.16 1.21 1.76
H 0.43 0.41 -0.59
H 2.01 1.70 -1.46
H 3.03 1.54 0.12
H 2.93 -0.82 -0.72
H 1.41 -0.37 -1.78
H 0.88 -0.97 1.97
H -1.18 -2.15 0.49
N 0.88 -1.23 0.02

=====

Version four
20
Properties=species:S:1:pos:R:3 method="wB97M-V/def2-TZVPD" total_charge=0 multiplicity=1 orbital_gap_ev=9.232
C -1.35 -1.30 -0.31
C 1.14 -1.01 -0.24
C 1.07 -0.54 1.17
C 1.68 0.36 -0.04
C 0.93 1.57 -0.54
C -0.32 1.90 -0.53
C -1.32 1.26 0.34
C -1.89 0.03 0.26
H -1.96 -1.82 -1.08
H -1.20 -1.94 0.69
H 0.14 -1.97 -1.71
H 1.89 -1.68 -0.43
H 0.29 -0.33 1.89
H 1.99 -0.83 1.73
H 2.72 0.48 -0.05
H 1.68 2.27 -1.02
H -0.72 2.91 -0.78
H -1.85 2.04 1.04
H -2.83 -0.29 0.68
N -0.08 -1.09 -1.07

=====

Which is most stable, and by how much? version one, by 1.567 eV.

=====

Version one
22
Properties=species:S:1:pos:R:3 method="wB97M-V/def2-TZVPD" total_charge=0 multiplicity=1 orbital_gap_ev=9.539
C -2.31 -1.00 0.41
C -1.32 -0.56 -0.62
C 0.99 -0.26 0.02
C 2.33 -0.63 0.65
C 2.32 0.03 -0.72
C 0.12 0.88 0.57
C -0.51 2.16 0.00
C -0.92 0.86 -0.57
H -3.11 -0.28 0.34
H -1.91 -0.80 1.41
H -2.63 -2.08 0.30
H -1.85 -0.60 -1.57
H -0.11 -2.20 -0.06
H 2.63 -0.02 1.51
H 2.65 -1.62 0.92
H 2.73 -0.57 -1.54
H 2.62 1.08 -0.70
H -0.29 0.64 1.52
H 0.02 2.87 -0.58
H -1.15 2.61 0.73
H -0.34 0.79 -1.46
N 0.04 -1.30 -0.56

=====

Version two
22
Properties=species:S:1:pos:R:3 method="wB97M-V/def2-TZVPD" total_charge=0 multiplicity=1 orbital_gap_ev=9.313
C -1.84 0.88 0.40
C -1.86 -0.29 -0.70
C -0.45 -1.14 -0.41
C 1.08 -0.83 -0.57
C 1.92 0.71 -0.51
C -0.19 0.95 0.32
C -0.20 -0.42 0.91
C 1.10 -1.13 0.86
H -2.26 1.13 1.41
H -2.08 1.71 -0.17
H -2.12 0.24 -1.74
H -2.53 -1.04 -0.34
H -0.66 -2.15 -0.28
H 1.44 -1.50 -1.22
H 2.95 0.05 -0.04
H 2.19 0.97 -1.55
H 0.97 2.41 -0.40
H -0.51 0.97 -0.86
H -0.72 -0.18 2.04
H 1.97 -0.85 1.69
H 0.72 -2.18 0.88
N 1.08 1.68 0.26

=====

Version three
22
Properties=species:S:1:pos:R:3 method="wB97M-V/def2-TZVPD" total_charge=0 multiplicity=1 orbital_gap_ev=9.514
C -1.82 0.81 -0.18
N -3.03 1.29 0.47
C -0.97 0.08 0.75
C -0.68 -0.39 1.83
H -2.79 1.90 1.24
H -3.55 0.50 0.86
H -2.12 0.16 -1.01
H -1.28 1.67 -0.59
H -0.45 -0.96 2.68
C 0.50 -0.31 -2.01
C 1.15 -0.07 -0.67
C 1.66 -1.30 -0.04
C 1.53 1.15 -0.28
C 1.89 -1.49 1.25
H 1.75 -2.14 -0.72
H -0.27 -1.08 -1.92
H 0.07 0.60 -2.40
H 1.25 -0.67 -2.72
H 2.04 1.32 0.66
H 1.28 2.03 -0.85
H 2.18 -2.44 1.66
H 1.67 -0.67 1.96

=====

Which is most stable, and by how much? version three, by 0.955 eV.

=====

Version one
19
Properties=species:S:1:pos:R:3 method="wB97M-V/def2-TZVPD" total_charge=0 multiplicity=1 orbital_gap_ev=3.961
C -1.94 0.16 -0.10
S -1.78 -1.16 1.11
S 0.71 1.22 -1.94
H -1.97 1.14 0.38
H -2.81 -0.01 -0.73
H -1.04 0.02 -0.75
H 1.32 1.04 -3.12
H -0.12 -2.56 0.21
H 1.30 -2.45 -0.38
O 0.54 -3.05 -0.28
H -0.03 -0.29 1.82
H 1.17 0.04 2.76
O 0.87 0.11 1.85
H -0.63 4.16 0.28
H 0.09 2.98 -0.42
O -0.47 3.20 0.33
H 2.07 -0.61 0.68
H 1.92 -0.28 -0.74
O 2.39 -0.90 -0.20

=====

Version two
19
Properties=species:S:1:pos:R:3 method="wB97M-V/def2-TZVPD" total_charge=0 multiplicity=1 orbital_gap_ev=8.919
C -1.50 -0.01 0.40
S -2.67 -0.03 -1.00
S -1.99 -1.68 -2.10
H -0.49 0.12 0.06
H -1.84 0.84 1.00
H -1.67 -0.92 0.95
H -3.21 -2.21 -2.00
H 0.63 -1.91 -2.45
H 1.21 -3.29 -2.16
O 1.37 -2.49 -2.67
H -0.09 1.09 -1.77
H 1.19 0.97 -2.59
O 0.23 0.90 -2.65
H 1.53 3.60 4.26
H 0.69 3.06 3.03
O 1.26 2.82 3.77
H 2.56 -0.27 1.86
H 1.13 0.08 2.16
O 1.68 -0.67 1.90

=====

Which is most stable, and by how much? version two, by 4.229 eV.

=====

Version one
20
Properties=species:S:1:pos:R:3 method="wB97M-V/def2-TZVPD" total_charge=0 multiplicity=1 orbital_gap_ev=11.303
O -0.30 2.53 -1.86
C -0.89 1.91 -1.00
O -2.03 1.21 -1.32
C -0.51 1.73 0.42
C -0.47 0.19 0.87
C 0.46 -0.68 -0.07
C 0.01 -2.24 0.21
C 1.89 -0.52 0.19
H -2.37 1.36 -2.19
H -1.12 2.35 1.15
H 0.54 1.99 0.47
H -1.54 -0.35 0.72
H -0.22 0.23 1.93
H 0.15 -0.31 -1.12
H -0.72 -2.66 -0.53
H 0.87 -2.85 0.18
H -0.53 -2.41 1.15
H 2.51 -1.25 -0.32
H 2.11 -0.67 1.28
H 2.16 0.43 -0.16

=====

Version two
20
Properties=species:S:1:pos:R:3 method="wB97M-V/def2-TZVPD" total_charge=0 multiplicity=1 orbital_gap_ev=9.506
C 1.16 3.11 -0.14
C 2.04 3.88 0.49
C 0.71 0.80 0.43
C 0.36 2.07 0.62
C -0.61 2.59 1.59
C -1.87 2.14 1.53
H 0.99 3.09 -1.19
H 2.46 4.78 0.04
H 2.29 3.67 1.52
H 0.15 -0.07 0.73
H 1.55 0.49 -0.21
H -0.43 3.42 2.24
H -2.63 2.42 2.25
H -2.18 1.44 0.76
H -3.17 -4.25 0.12
H -1.87 -5.07 -0.06
O -2.22 -4.26 0.28
H 0.66 -6.41 -2.73
H 1.84 -6.03 -3.48
O 0.96 -6.38 -3.64

=====

Version three
20
Properties=species:S:1:pos:R:3 method="wB97M-V/def2-TZVPD" total_charge=0 multiplicity=1 orbital_gap_ev=8.837
C 2.02 -0.53 0.59
C 0.47 1.36 1.32
C 1.12 0.62 0.19
C 0.92 0.92 -1.10
O 0.11 1.94 -1.50
H 0.13 1.98 -2.48
H 1.38 0.39 -1.92
H 1.53 -1.15 1.35
H 2.96 -0.15 1.00
H 2.25 -1.18 -0.26
H 0.14 0.66 2.10
H -0.42 1.91 0.99
H 1.17 2.07 1.77
C -1.64 -1.73 -0.13
C -2.07 -0.91 -1.09
O -2.03 -1.66 1.18
H -2.62 -0.90 1.28
H -0.92 -2.52 -0.30
H -1.70 -1.01 -2.10
H -2.78 -0.11 -0.89

=====

Which is most stable, and by how much? version one, by 1.226 eV.